Entry P
DFT (the ωB97M-V functional and the def2-TZVPD basis) results for a cluster of 2 separate species, C5H6OS in total.

Results
E_LUMO	-0.17	eV
Kohn-Sham gap	9.6	eV
E_HOMO	-9.8	eV

```
! RIJCOSX wB97M-V def2-TZVPD def2/J DEFGRID3
* xyz 0 1
C 2.95056 -1.20701 -0.23598
C 1.89791 -0.67844 -0.39342
C -0.36940 1.15759 -0.52029
C -0.99311 1.52412 0.77262
C -0.09584 -0.30654 -0.88630
O -0.31378 1.96562 -1.41419
S -1.29336 -1.50090 -0.39609
H 3.97660 -1.51248 -0.11774
H -0.40557 2.36697 1.04621
H -0.94670 0.61537 1.41985
H -2.07760 1.77927 0.66243
H 0.29882 -0.52714 -1.90964
H -1.34586 -2.01225 -1.70174
*
```

=====

Entry Q
DFT (the ωB97M-V functional and the def2-TZVPD basis) results for a structure of composition C5H6OS.

Results
E_LUMO	-0.04	eV
Kohn-Sham gap	8.8	eV
E_HOMO	-8.8	eV

```
! RIJCOSX wB97M-V def2-TZVPD def2/J DEFGRID3
* xyz 0 1
C 0.18750 1.48494 0.51807
C 0.00731 0.27422 -0.39947
C -1.22484 -0.44690 -0.50079
C -0.84581 -1.64536 0.12206
C 1.12432 -0.68053 -0.06593
H -0.09758 2.46979 -0.32579
H -0.44572 1.54840 1.49745
H 1.53625 1.26719 0.75107
H 0.53158 0.88267 -1.37141
H -2.27274 -0.29099 -0.94292
H -1.64182 -2.42341 0.48855
O 0.46881 -1.83751 0.38292
S 2.67273 -0.60250 -0.15381
*
```

=====

Most stable: entry Q

=====

Entry P
DFT (the ωB97M-V functional and the def2-TZVPD basis) results for the molecule C5H6OS.

Results
E_LUMO	0.91	eV
Kohn-Sham gap	9.1	eV
SMILES string	C1=CS[C@H]2C[C@@H]2O1
E_HOMO	-8.2	eV

```
! RIJCOSX wB97M-V def2-TZVPD def2/J DEFGRID3
* xyz 0 1
C 2.00774 -0.36896 -0.06825
C 0.63209 -0.62774 0.60204
C -1.73753 -0.29628 -0.17574
C -1.41468 0.95967 0.08202
C 0.65449 0.46033 -0.43946
H 2.34608 -0.79271 -1.06265
H 2.69589 0.05942 0.55608
H 0.41687 -0.24793 1.56557
H -2.87110 -0.56462 -0.28156
H -2.23861 1.68839 0.51768
H 0.27323 -0.02738 -1.30768
O -0.12049 1.49827 0.03375
S -0.64399 -1.74046 -0.02179
*
```

=====

Entry Q
DFT (the ωB97M-V functional and the def2-TZVPD basis) results for a structure of composition C5H6OS.

Results
E_LUMO	-0.03	eV
Kohn-Sham gap	8.5	eV
E_HOMO	-8.6	eV

```
! RIJCOSX wB97M-V def2-TZVPD def2/J DEFGRID3
* xyz 0 1
C 0.59118 0.00885 0.01035
C -0.49638 -0.00517 1.06210
C -1.47672 -0.97904 0.40625
C -0.49828 0.54888 -0.89851
C -0.92449 1.32290 0.37532
H -0.30521 -0.10082 2.13726
H -2.48835 -0.89473 0.82864
H -1.15983 -2.03507 0.45957
H -0.31528 1.00974 -1.88026
H -1.99829 1.56802 0.40346
H -0.31171 2.18706 0.63210
O -1.44291 -0.52761 -0.96284
S 2.18438 -0.18074 -0.03820
*
```

=====

Entry R
DFT (the ωB97M-V functional and the def2-TZVPD basis) results for a cluster of 2 separate species, C5H6OS in total.

Results
E_LUMO	0.81	eV
Kohn-Sham gap	9.4	eV
E_HOMO	-8.6	eV

```
! RIJCOSX wB97M-V def2-TZVPD def2/J DEFGRID3
* xyz 0 1
C -0.00025 -0.80471 -1.19713
C -0.55857 -0.12256 -2.23370
C -1.03190 1.02073 -0.47129
C -0.30990 -0.05679 -0.02949
C -0.09655 -0.34112 1.39381
O -1.18361 0.98215 -1.79973
S 0.17806 1.12777 2.40523
H 0.56272 -1.71294 -1.24718
H -0.58751 -0.31079 -3.28841
H -1.47089 1.83597 0.06955
H -0.92012 -0.88575 1.84676
H 1.05788 -1.26322 1.77054
H 1.22366 1.58536 1.72075
*
```

=====

Most stable: entry Q

=====

Entry P
DFT (the ωB97M-V functional and the def2-TZVPD basis) results for a cluster of 2 separate species, CH5O2 in total.

Results
E_LUMO	4.86	eV
Kohn-Sham gap	7.6	eV
E_HOMO	-2.8	eV

```
! RIJCOSX wB97M-V def2-TZVPD def2/J DEFGRID3
* xyz -1 1
C 0.98349 -0.13564 -0.19089
O 0.22567 0.72842 -0.89893
H 1.37670 0.28471 0.76592
H 0.47812 -1.09936 0.10622
H 1.86906 -0.51350 -0.73574
H -1.69386 -0.36172 0.79370
H -1.20927 0.66205 -0.21572
O -2.02991 0.43504 0.37545
*
```

=====

Entry Q
DFT (the ωB97M-V functional and the def2-TZVPD basis) results for a cluster of 2 separate species, CH5O2 in total.

Results
E_LUMO	4.71	eV
Kohn-Sham gap	7.9	eV
E_HOMO	-3.2	eV

```
! RIJCOSX wB97M-V def2-TZVPD def2/J DEFGRID3
* xyz -1 1
C 0.89947 0.07988 0.57262
O -0.06912 -0.90514 0.47282
H 1.87674 -0.35617 0.77274
H 0.95973 0.65284 -0.36768
H 0.71157 0.78745 1.40096
H -2.28397 0.12971 -1.12407
H -0.71837 -0.56457 -0.27506
O -1.37606 0.17600 -1.45234
*
```

=====

Most stable: entry P

=====

Entry P
DFT (the ωB97M-V functional and the def2-TZVPD basis) results for the molecule C5H8FN.

Results
E_LUMO	0.94	eV
Kohn-Sham gap	10.1	eV
SMILES string	C=C(F)/C(C)=N/C
E_HOMO	-9.2	eV

```
! RIJCOSX wB97M-V def2-TZVPD def2/J DEFGRID3
* xyz 0 1
C -1.18149 2.03187 1.84117
C -0.03283 1.44732 1.57551
C 0.18993 0.30700 0.39147
C 1.51959 -0.39870 0.58371
C -0.72896 -0.81387 -1.52496
N -0.68111 0.22585 -0.48294
F 1.14127 1.69362 2.13426
H -1.37084 2.60364 2.73164
H -2.03415 2.16103 1.18450
H 1.83380 -1.16779 -0.17115
H 1.48046 -0.98087 1.55713
H 2.18946 0.34909 0.60339
H -1.28527 -0.42987 -2.34986
H -0.84480 -1.82007 -1.03895
H 0.27903 -0.86795 -1.87869
*
```

=====

Entry Q
DFT (the ωB97M-V functional and the def2-TZVPD basis) results for the molecule C5H8FN.

Results
E_LUMO (alpha / beta)	0.04 / 0.74	eV
Kohn-Sham gap (alpha / beta)	7.6 / 9.6	eV
E_HOMO (alpha / beta)	-7.6 / -8.8	eV

```
! RIJCOSX wB97M-V def2-TZVPD def2/J DEFGRID3
* xyz 0 1
C 0.35022 0.47059 -1.18920
C 1.17467 -0.23771 -0.13224
C -0.91012 -0.19905 -1.02138
C 0.29958 -0.31332 1.10156
C -1.09587 -0.53062 0.41197
N -0.06505 1.02349 1.55041
F -2.27685 -0.44847 1.01180
H 0.30233 1.54599 -0.85101
H 0.72042 0.37825 -2.24677
H 1.60534 -1.16382 -0.31487
H 2.07577 0.40064 -0.00821
H -1.79610 0.12511 -1.49884
H -0.65234 -1.21489 -1.34314
H 0.37799 -1.01856 1.97779
H -0.10997 1.18239 2.55215
*
```

=====

Most stable: entry P

=====

Entry P
DFT (the ωB97M-V functional and the def2-TZVPD basis) results for the ion C4H10N3 with charge +1.

Results
E_LUMO	-3.74	eV
Kohn-Sham gap	9.1	eV
SMILES string	[H]/N=C1/[C@H](N)[C@@]1(C)[NH3+]
E_HOMO	-12.8	eV

```
! RIJCOSX wB97M-V def2-TZVPD def2/J DEFGRID3
* xyz 1 1
C 0.70183 -1.44366 0.05061
C 0.18863 -0.77378 -1.18179
C 0.01260 -0.10741 0.27210
C 0.70883 1.18419 0.60775
N 1.05713 -2.53215 0.51614
N 0.68828 -0.21789 -2.31044
N -1.39622 -0.25968 0.99120
H -0.69031 -1.46139 -1.35897
H 0.37555 1.89227 -0.19473
H 1.86200 1.23412 0.59881
H 0.44842 1.42497 1.69638
H 0.82770 -2.71338 1.45588
H 0.98312 0.82136 -2.21471
H 1.31033 -0.78471 -2.88136
H -1.63857 0.49429 1.62284
H -1.26515 -1.18285 1.40319
H -2.15446 -0.44770 0.34122
*
```

=====

Entry Q
DFT (the ωB97M-V functional and the def2-TZVPD basis) results for a cluster of 2 separate species, C4H10N3 in total.

Results
E_LUMO	-3.40	eV
Kohn-Sham gap	10.1	eV
E_HOMO	-13.5	eV

```
! RIJCOSX wB97M-V def2-TZVPD def2/J DEFGRID3
* xyz 1 1
C 1.86419 -0.66422 -0.57325
C 2.35527 0.27352 0.21650
C -1.68895 0.08993 -0.88621
C -0.37538 0.66810 0.87642
N -0.89321 1.13045 -0.24245
N -0.80222 -0.54420 1.11597
N -1.55729 -1.03669 0.04241
H 1.55074 -0.45767 -1.58468
H 1.77948 -1.69036 -0.25785
H 2.48535 1.28818 -0.12075
H -2.72430 0.41814 -1.03361
H -1.25902 -0.18358 -1.86040
H 0.25202 1.22955 1.54449
H -0.79358 2.06143 -0.61195
H -0.47172 -1.19599 1.81330
H -2.43527 -1.44326 0.35279
H 2.71388 0.05667 1.20926
*
```

=====

Most stable: entry Q

=====

Entry P
DFT (the ωB97M-V functional and the def2-TZVPD basis) results for the ion C4H10N3 with charge +1.

Results
E_LUMO	-4.01	eV
Kohn-Sham gap	10.2	eV
SMILES string	C[C@H]1CN=CN1[NH3+]
E_HOMO	-14.2	eV

```
! RIJCOSX wB97M-V def2-TZVPD def2/J DEFGRID3
* xyz 1 1
C -1.81586 -0.83352 -0.43585
C -1.45041 1.23891 0.29533
C 0.00101 0.54825 0.33386
C 1.06446 1.23484 -0.62759
N -2.35455 0.15668 0.06650
N -0.23115 -0.72387 -0.46706
N 0.26783 -1.93658 0.16979
H -2.01650 -1.80122 -0.88865
H -1.62682 1.70232 1.28709
H -1.37306 2.02736 -0.43895
H 0.17367 0.51985 1.42206
H 0.53681 1.42063 -1.64146
H 1.99144 0.65552 -0.59463
H 1.28304 2.12748 -0.13667
H 1.33701 -2.06279 0.21888
H 0.14195 -2.56266 -0.57751
H -0.13264 -2.01844 1.18065
*
```

=====

Entry Q
DFT (the ωB97M-V functional and the def2-TZVPD basis) results for the ion C4H10N3 with charge +1.

Results
E_LUMO	-3.89	eV
Kohn-Sham gap	10.8	eV
SMILES string	[H]/N=C(C)/C(N)=[NH+]/C
E_HOMO	-14.7	eV

```
! RIJCOSX wB97M-V def2-TZVPD def2/J DEFGRID3
* xyz 1 1
C 1.30395 0.40512 0.04543
C -0.22750 -0.28321 0.06382
C 2.49522 -0.46931 0.13789
C -2.61798 0.54621 -0.03634
N 1.22464 1.61653 -0.26400
N -0.54479 -1.52754 -0.04814
N -1.18218 0.66277 0.06475
H 2.87506 -0.69983 1.11586
H 2.36908 -1.46410 -0.26477
H 3.22869 -0.01135 -0.42091
H -2.95199 -0.34886 0.52262
H -2.87986 0.71559 -1.01798
H -2.99082 1.48425 0.38443
H 2.17438 2.05484 -0.30830
H -0.04525 -2.39934 -0.00874
H -1.58832 -1.85775 0.05042
H -0.64234 1.57598 -0.01606
*
```

=====

Entry R
DFT (the ωB97M-V functional and the def2-TZVPD basis) results for a cluster of 2 separate species, C4H10N3 in total.

Results
E_LUMO (alpha / beta)	-5.22 / -5.22	eV
Kohn-Sham gap (alpha / beta)	9.3 / 9.3	eV
E_HOMO (alpha / beta)	-14.5 / -14.5	eV

```
! RIJCOSX wB97M-V def2-TZVPD def2/J DEFGRID3
* xyz 1 1
C -3.49529 0.70775 0.48423
C 1.24846 -1.57067 0.20521
C 1.16560 1.41622 -0.27937
C 0.38761 -0.71729 -0.76774
N -2.65520 0.00857 -0.02189
N -1.00041 1.12726 0.12150
N 0.03243 0.59718 -0.27027
H -4.57658 0.34248 0.54067
H -3.45093 1.73189 0.93540
H 1.73312 -2.31609 -0.39448
H 2.08299 -0.93236 0.54869
H 0.61007 -2.12781 0.90026
H 1.64981 1.51262 -1.32461
H 1.86892 0.88738 0.42821
H 0.83221 2.30473 0.24913
H -0.38284 -1.43903 -1.22783
H 1.19797 -0.52713 -1.53352
*
```

=====

Entry S
DFT (the ωB97M-V functional and the def2-TZVPD basis) results for a cluster of 2 separate species, C4H10N3 in total.

Results
E_LUMO	-3.24	eV
Kohn-Sham gap	9.5	eV
E_HOMO	-12.7	eV

```
! RIJCOSX wB97M-V def2-TZVPD def2/J DEFGRID3
* xyz 1 1
C -0.63221 -3.14667 0.34316
C 0.51218 0.60662 0.17274
C 0.01919 -3.69050 1.30048
C -0.27337 2.81548 -0.24646
N -0.96270 -2.52715 -0.60909
N -0.26010 0.11109 -0.80555
N 0.57297 1.90639 0.42900
H 1.30346 -0.05430 0.62130
H -0.44204 -3.38080 2.31302
H 1.02148 -4.14604 1.34523
H -1.30430 2.50237 -0.01866
H -0.19620 2.73431 -1.34960
H -0.19661 3.73549 0.18339
H -1.76954 -2.48455 -1.13003
H -0.34220 -1.01340 -0.82898
H -0.87995 0.49738 -1.36951
H 1.12649 2.32357 1.11565
*
```

=====

Most stable: entry Q